A molecular structure, C34H30N3O4PRuS in a non-equilibrium geometry, computed with ωB97M-V with the def2-TZVPD basis set.

Each line ends with the Mulliken charge.
Element x y z (Å)
Ru  -0.019  -0.238  -0.516  -0.218
N  -3.930  1.180  -2.549  -0.627
C  -3.181  0.885  -1.441  0.221
S  -0.548  -0.727  -2.623  -0.562
N  -2.479  1.750  -0.840  -1.230
N  -1.624  1.213  0.128  1.702
C  -1.711  1.797  1.261  -1.516
C  -0.948  1.528  2.452  1.594
C  -1.296  2.281  3.588  -0.783
C  -0.671  2.125  4.801  -0.805
C  0.357  1.174  4.897  -0.552
C  0.728  0.422  3.814  -0.616
C  0.097  0.557  2.540  -0.038
O  0.504  -0.174  1.573  -0.246
H  -4.091  0.360  -3.115  0.273
H  -3.503  1.927  -3.083  0.325
H  -2.461  2.584  1.348  0.223
H  -2.096  3.007  3.485  0.346
H  -0.961  2.718  5.659  0.388
H  0.870  1.032  5.843  0.384
H  1.525  -0.310  3.879  0.418
C  -2.323  -2.132  2.003  -1.486
C  -2.625  -2.059  0.518  1.712
C  -3.450  -3.252  0.036  -1.951
O  -1.376  -2.036  -0.156  -0.145
C  -3.432  -0.793  0.214  0.129
O  -4.195  -0.240  0.944  -0.569
O  -3.237  -0.432  -1.093  -0.105
H  -1.894  -3.108  2.230  0.441
H  -3.230  -1.983  2.587  0.324
H  -1.597  -1.363  2.267  0.266
H  -2.923  -4.171  0.295  0.426
H  -3.581  -3.212  -1.047  0.420
H  -4.432  -3.256  0.511  0.389
H  -1.469  -2.064  -1.154  0.186
C  2.541  4.998  1.306  -0.607
C  2.355  3.750  1.886  -0.520
C  1.964  2.676  1.102  -0.725
C  1.750  2.838  -0.268  0.429
C  1.940  4.091  -0.843  -0.273
C  2.337  5.165  -0.057  -0.684
P  1.308  1.347  -1.197  2.495
C  0.639  1.993  -2.765  0.366
C  0.758  1.165  -3.891  -0.615
C  0.147  1.563  -5.081  -0.698
C  -0.758  2.612  -5.093  -0.544
C  -1.014  3.324  -3.927  -1.043
C  -0.311  3.009  -2.769  -0.404
C  2.855  0.511  -1.646  -0.301
C  3.994  1.114  -2.107  -0.152
C  5.127  0.326  -2.398  -0.905
C  5.103  -1.023  -2.162  -0.708
C  3.960  -1.656  -1.618  0.607
C  3.945  -3.026  -1.255  -0.905
C  2.841  -3.536  -0.630  -0.909
C  1.699  -2.739  -0.377  -0.392
C  1.623  -1.422  -0.767  0.435
C  2.803  -0.876  -1.373  0.346
H  2.842  5.842  1.916  0.373
H  2.507  3.611  2.950  0.434
H  1.813  1.701  1.552  0.237
H  1.776  4.227  -1.905  0.460
H  2.483  6.137  -0.513  0.409
H  1.611  0.507  -3.956  0.278
H  0.318  0.989  -5.985  0.379
H  -1.251  2.887  -6.020  0.363
H  -1.726  4.143  -3.920  0.448
H  -0.516  3.565  -1.862  0.329
H  4.021  2.187  -2.264  0.462
H  6.020  0.796  -2.792  0.404
H  5.984  -1.626  -2.359  0.356
H  4.819  -3.638  -1.449  0.332
H  2.832  -4.576  -0.321  0.409
H  0.850  -3.195  0.121  0.315

- Kohn-Sham gap (alpha / beta): 6.3 / 6.1 eV
- ⟨S²⟩: 0.76
- E_LUMO (alpha / beta): 2.803 / 2.803 eV
- Maximum force: 2.07 eV/A
- Net charge: -1
- HOMO level (alpha / beta): -3.46 / -3.25 eV
- 2S+1: 2


A molecular structure, C34H30N9OS3Ti in a non-equilibrium geometry, computed with ωB97M-V with the def2-TZVPD basis set.

Each line ends with the Mulliken charge.
Element x y z (Å)
Ti  -0.256  1.003  -0.909  -1.006
C  -2.596  -1.796  1.674  -1.384
C  -1.113  -1.742  1.461  0.044
N  -0.443  -0.875  2.111  0.338
N  0.915  -0.952  2.167  -0.380
C  1.727  -0.058  1.755  0.306
S  1.626  1.283  0.629  -0.342
S  3.374  -0.201  2.490  -0.157
C  2.910  0.201  4.204  -1.278
C  2.321  -0.923  5.016  0.608
C  3.140  -1.891  5.592  -0.367
C  2.599  -2.945  6.318  -0.540
C  1.220  -3.049  6.468  -0.407
C  0.396  -2.087  5.896  -0.689
C  0.944  -1.029  5.182  0.001
C  -0.561  -2.664  0.423  0.272
C  -0.557  -4.044  0.574  -0.628
C  -0.055  -4.872  -0.424  -0.909
C  0.424  -4.306  -1.599  -0.849
C  0.415  -2.928  -1.772  -0.865
C  -0.056  -2.116  -0.752  0.501
O  -0.039  -0.779  -0.858  0.948
H  -2.902  -1.002  2.349  0.189
H  -3.128  -1.672  0.725  0.225
H  -2.889  -2.769  2.083  0.478
H  3.846  0.545  4.646  0.549
H  2.220  1.044  4.145  0.358
H  4.215  -1.823  5.456  0.370
H  3.252  -3.687  6.761  0.357
H  0.793  -3.871  7.030  0.370
H  -0.681  -2.166  5.994  0.380
H  0.296  -0.285  4.728  0.304
H  -0.940  -4.470  1.494  0.443
H  -0.025  -5.945  -0.278  0.382
H  0.813  -4.937  -2.389  0.433
H  0.788  -2.473  -2.681  0.558
N  -2.186  1.802  3.621  -0.475
C  -1.733  2.080  2.345  0.237
S  -0.549  3.247  2.145  -0.349
N  -2.473  1.401  1.453  -1.655
N  -2.112  1.272  0.178  1.759
C  -3.111  1.301  -0.645  -0.906
C  -2.924  1.066  -2.082  1.010
C  -3.955  1.196  -2.989  -1.006
C  -3.698  0.958  -4.334  -0.410
C  -2.432  0.582  -4.724  -0.985
C  -1.448  0.482  -3.755  -0.110
N  -1.699  0.728  -2.468  0.960
H  -1.538  2.069  4.343  0.251
H  -2.640  0.910  3.731  0.284
H  -4.088  1.542  -0.248  0.324
H  -4.937  1.485  -2.637  0.497
H  -4.487  1.068  -5.068  0.400
H  -2.193  0.373  -5.758  0.446
H  -0.431  0.205  -3.992  0.330
C  4.160  -0.986  -3.958  -0.533
C  3.615  0.050  -4.707  -0.642
C  2.592  0.842  -4.200  -0.369
C  2.084  0.607  -2.921  0.372
C  2.629  -0.438  -2.172  -0.477
C  3.654  -1.221  -2.689  -0.958
N  1.048  1.412  -2.374  1.043
N  0.836  2.545  -3.133  -0.877
C  -0.022  3.351  -2.578  0.302
C  -0.390  4.552  -3.289  -0.849
C  -1.278  5.403  -2.748  -0.352
C  -1.839  5.109  -1.459  -1.069
C  -1.468  3.979  -0.825  -0.228
N  -0.575  3.058  -1.343  0.958
H  4.972  -1.587  -4.351  0.387
H  3.993  0.253  -5.703  0.354
H  2.175  1.654  -4.780  0.402
H  2.272  -0.614  -1.173  0.391
H  4.059  -2.021  -2.079  0.437
H  0.075  4.718  -4.252  0.490
H  -1.558  6.309  -3.273  0.365
H  -2.545  5.775  -0.981  0.467
H  -1.845  3.764  0.161  0.170

- Kohn-Sham gap (alpha / beta): 5.6 / 5.6 eV
- E_LUMO (alpha / beta): 1.757 / 1.748 eV
- Maximum force: 2.92 eV/A
- Net charge: -1
- HOMO level (alpha / beta): -3.89 / -3.88 eV


A molecular structure, C34H31Br2N2OYb, computed with ωB97M-V with the def2-TZVPD basis set.

Each line ends with the Mulliken charge.
Element x y z (Å)
Yb  -0.016  1.008  0.666  0.433
C  0.271  4.712  -0.541  -1.507
C  -0.589  3.856  0.353  0.776
C  -1.853  3.419  -0.052  -0.318
C  -2.700  2.737  0.824  -0.559
C  -2.290  2.470  2.125  -0.471
C  -1.023  2.872  2.540  -0.564
C  -0.181  3.550  1.660  -0.296
H  1.095  4.145  -0.981  0.203
H  0.713  5.529  0.028  0.426
H  -0.317  5.137  -1.353  0.432
H  -2.213  3.682  -1.040  0.433
H  -3.702  2.481  0.508  0.486
H  -2.971  2.006  2.825  0.514
H  -0.721  2.721  3.567  0.505
H  0.768  3.933  2.016  0.489
Br  5.532  0.726  4.898  -0.063
C  4.034  0.722  3.798  -0.155
C  2.768  0.576  4.340  -0.883
C  1.693  0.605  3.481  -0.312
N  1.818  0.759  2.154  0.235
C  3.054  0.866  1.632  0.690
C  4.182  0.872  2.427  -0.995
C  3.142  1.015  0.151  0.807
C  4.268  0.624  -0.538  -0.870
C  4.298  0.799  -1.915  -0.308
Br  5.798  0.281  -2.884  -0.073
C  3.204  1.348  -2.559  -0.940
C  2.104  1.674  -1.795  -0.100
N  2.059  1.517  -0.466  0.303
H  2.620  0.449  5.404  0.477
H  0.686  0.490  3.859  0.547
H  5.165  1.004  1.996  0.554
H  5.107  0.173  -0.028  0.527
H  3.193  1.495  -3.630  0.505
H  1.207  2.052  -2.273  0.523
C  -3.044  -1.227  1.117  -0.812
C  -1.935  -1.187  2.111  1.002
C  -1.850  -2.275  3.117  -1.523
O  -1.126  -0.245  2.143  -0.158
H  -3.979  -1.009  1.647  0.457
H  -3.140  -2.228  0.695  0.386
H  -2.903  -0.509  0.314  -0.041
H  -1.979  -3.243  2.628  0.398
H  -2.685  -2.161  3.818  0.423
H  -0.914  -2.238  3.668  0.329
C  -1.832  -5.745  -1.612  -0.490
C  -2.254  -4.543  -2.171  -0.902
C  -1.696  -3.341  -1.759  -0.009
C  -0.705  -3.319  -0.771  0.396
C  -0.314  -4.533  -0.201  -0.449
C  -0.861  -5.737  -0.622  -0.723
C  -0.095  -2.078  -0.232  -0.893
C  -0.061  -0.819  -0.701  0.216
C  -0.527  -0.414  -2.038  0.207
C  -1.457  0.624  -2.143  0.468
C  -1.955  1.056  -3.372  -1.127
C  -1.470  0.478  -4.533  -0.734
C  -0.501  -0.523  -4.449  -0.937
C  -0.036  -0.966  -3.222  0.314
H  -2.263  -6.682  -1.947  0.413
H  -3.019  -4.542  -2.937  0.446
H  -2.037  -2.418  -2.216  0.541
H  0.444  -4.533  0.579  0.408
H  -0.530  -6.668  -0.174  0.423
H  0.353  -2.255  0.750  0.391
H  -1.862  1.070  -1.239  0.248
H  -2.706  1.837  -3.423  0.467
H  -1.845  0.798  -5.497  0.429
H  -0.117  -0.971  -5.358  0.477
H  0.701  -1.760  -3.168  0.511

- Kohn-Sham gap (alpha / beta): 6.4 / 6.4 eV
- ⟨S²⟩: 0.75
- E_LUMO (alpha / beta): -6.198 / -6.202 eV
- Maximum force: 0.34 eV/A
- Net charge: +2
- HOMO level (alpha / beta): -12.61 / -12.61 eV
- 2S+1: 2